Record 1
The following is a DFT calculation (ωB97M-V with the def2-TZVPD basis set) of one molecule with the formula C5H8IN3.

Geometry (Å):
C 1.770066 1.604393 0.239250
C 1.060431 0.242870 0.188537
C 0.779025 -0.599606 1.417445
C -0.359393 -0.037811 0.599532
N -0.880147 -0.825328 -0.492475
C -2.152629 -1.073885 -0.950651
I -3.186202 0.743183 -1.905192
N 0.171557 -1.022587 -1.404528
N 1.252117 -0.520377 -1.066245
H 2.185308 1.789446 1.350565
H 1.088301 2.400987 0.079267
H 2.517907 1.558748 -0.652057
H 0.897951 -0.141114 2.338215
H 0.953664 -1.703647 1.471087
H -1.201126 0.628286 0.899275
H -1.941309 -1.679387 -1.845365
H -2.955520 -1.364168 -0.266659

Force components x, y, z for each atom (eV/Å):
C 1.79 -1.41 1.08
C 0.35 0.61 0.36
C -0.69 -1.78 -1.62
C -2.00 0.24 -0.41
N 2.49 -0.18 0.51
C 0.05 0.38 -1.32
I 0.24 -0.20 0.24
N -0.46 -0.84 -0.48
N -1.35 0.63 0.94
H -0.29 -0.46 -2.80
H -0.70 0.68 -0.43
H -0.83 0.43 2.03
H 0.38 1.02 1.57
H -0.13 1.10 -0.49
H 1.35 -0.01 0.43
H -0.95 -0.05 0.48
H 0.76 -0.18 -0.09

For the orbital gap, the calculation gives 9.013 eV. The value obtained for the LUMO energy is 0.1 eV. The maximum force is 2.857 eV/A. The SMILES is C[C@@]12C[C@@H]1N(CI)N=N2.

***

Record 2
The following is a DFT calculation (ωB97M-V with the def2-TZVPD basis set) of C17H19BEuN6O3 as an isolated structure.

Geometry (Å):
C -0.105796 3.591711 -1.275700
N 0.018774 2.292419 -1.619542
N 0.207841 2.259827 -3.004540
C 0.185151 3.510230 -3.493868
C -0.023859 4.393031 -2.428214
B 0.360701 0.893329 -3.699329
N 1.415685 0.018944 -2.946923
N 1.185384 -0.366559 -1.619625
C 2.159105 -1.234852 -1.307654
C 3.008234 -1.441474 -2.414402
C 2.483785 -0.641768 -3.436480
Eu -0.750455 0.599643 -0.033996
N -0.975979 0.140170 -3.546671
N -1.474586 -0.112108 -2.262191
C -2.540154 -0.929250 -2.427353
C -2.734688 -1.197988 -3.796601
C -1.719401 -0.500242 -4.463347
H -3.099918 -1.257582 -1.549678
H -1.450699 -0.411458 -5.503053
H -3.508858 -1.797917 -4.241325
H 0.670889 1.023464 -4.837499
H 2.773861 -0.476172 -4.461215
H 0.351275 3.669143 -4.553064
H 3.865889 -2.081871 -2.464959
H -0.095333 5.464736 -2.470691
H 2.194845 -1.689810 -0.319702
H -0.276253 3.851814 -0.233275
H 0.092049 -2.644048 1.147771
C 0.042837 -3.528079 1.811135
H 0.464511 -4.388793 1.277850
H 0.640823 -3.344726 2.710460
H -1.007191 -3.687417 2.089227
O -0.909006 2.662383 3.138756
C -0.982212 1.415966 3.687042
C -0.021540 0.980515 4.615878
C -0.117152 -0.316301 5.109063
C -1.143891 -1.163095 4.689092
C -2.100909 -0.719181 3.764726
C -2.052403 0.591128 3.291757
C -2.951139 1.223803 2.210466
O -3.607865 2.218824 2.575470
O -2.825359 0.732275 1.017764
H -1.849465 2.961849 3.015320
H 0.777225 1.655804 4.916711
H 0.610708 -0.660969 5.837130
H -1.213659 -2.171379 5.091917
H -2.900799 -1.363273 3.405663

Force components x, y, z for each atom (eV/Å):
C -0.13 0.04 -1.40
N -0.34 -0.03 -0.21
N -0.13 0.15 1.65
C 0.03 -0.50 1.07
C 0.05 -0.18 0.52
B 0.30 -0.48 0.37
N -0.48 -0.30 1.28
N 0.29 0.38 -0.11
C 0.20 0.20 -1.05
C -0.55 0.33 0.01
C -0.33 -0.02 1.34
Eu 0.48 -0.05 -4.26
N -0.64 -0.25 1.33
N -0.40 -0.01 -0.52
C 0.34 0.34 -0.90
C 0.24 0.22 0.45
C -0.17 -0.07 1.45
H 0.01 0.04 -0.44
H -0.15 -0.09 -0.04
H 0.01 -0.02 0.02
H -0.05 0.04 -0.13
H 0.14 -0.11 0.04
H -0.10 0.10 0.23
H 0.11 -0.10 -0.03
H 0.04 0.03 -0.06
H 0.09 0.11 -0.28
H 0.08 0.23 -0.26
H 0.09 -0.25 0.13
C -0.05 0.29 0.02
H -0.30 0.25 0.15
H -0.10 -0.01 -0.19
H 0.34 -0.17 -0.14
O -0.08 -1.60 1.39
C 0.15 2.36 -0.28
C 0.91 -1.04 0.50
C 0.98 1.71 0.08
C -0.71 -0.52 -0.12
C -0.69 1.08 -0.76
C -0.96 -1.63 -0.71
C -1.27 1.26 0.67
O 1.60 -1.99 -0.81
O 1.12 0.17 0.36
H 0.11 0.04 -0.37
H -0.20 -0.12 0.00
H -0.12 0.04 -0.07
H 0.05 0.14 -0.11
H 0.20 -0.02 0.18

For the orbital gap (alpha / beta), the calculation gives 4.377 / 3.438 eV. As for the charge: +2. The value obtained for the LUMO energy (alpha / beta) is -10.0 / -10.9 eV. The maximum force is 4.286 eV/A. Its spin multiplicity is 8.

***

Record 3
The following is a DFT calculation (ωB97M-V with the def2-TZVPD basis set) of one molecule with the formula C30H29N3O4S.

Geometry (Å):
C 7.912730 0.018150 -0.159826
C 6.427867 -0.162556 -0.395775
O 5.903633 -1.243246 -0.544385
N 5.754684 1.025097 -0.414270
C 4.369549 1.201057 -0.538862
C 3.772466 2.312555 0.051756
C 2.401712 2.470950 0.019415
C 1.602502 1.522869 -0.611885
N 0.205959 1.628270 -0.459535
C -0.656643 1.092307 -1.491156
C -1.854710 2.034978 -1.777814
O -2.221841 2.823478 -0.689812
C -3.054446 1.198011 -2.307576
N -3.489666 0.187617 -1.385739
C -4.281509 0.410357 -0.278117
C -4.949289 1.561223 0.115218
C -5.704508 1.505186 1.269917
C -5.799498 0.337612 2.024141
C -5.137632 -0.809699 1.639122
C -4.375618 -0.778761 0.478774
C -3.580690 -1.758170 -0.202569
C -3.270269 -3.086241 0.058095
C -2.449838 -3.763613 -0.822476
C -1.950280 -3.133827 -1.960380
C -2.243746 -1.812829 -2.241168
C -3.053237 -1.116273 -1.350294
S -0.226260 1.171445 1.124629
O -1.631472 0.865132 1.111755
O 0.233613 2.179837 2.025756
C 0.746045 -0.310798 1.336941
C 2.012774 -0.183903 1.880765
C 2.896494 -1.239918 1.792625
C 2.530004 -2.422945 1.153612
C 3.543580 -3.506110 0.975001
C 1.231579 -2.550437 0.673414
C 0.336762 -1.495736 0.757503
C 2.207990 0.451854 -1.264638
C 3.578193 0.291438 -1.231202
H 8.086108 0.449117 0.824341
H 8.403746 -0.948902 -0.214330
H 8.336372 0.679887 -0.912019
H 6.270416 1.851438 -0.145342
H 4.384647 3.044333 0.559623
H 1.926394 3.300323 0.516015
H -1.032111 0.116512 -1.175073
H -0.083812 0.970844 -2.411942
H -1.571803 2.749250 -2.561516
H -2.294203 2.254330 0.095483
H -3.884765 1.884592 -2.494535
H -2.774608 0.723423 -3.251192
H -4.870730 2.479565 -0.445413
H -6.230311 2.389494 1.599069
H -6.397125 0.337240 2.923908
H -5.207099 -1.714740 2.224156
H -3.664147 -3.575582 0.936054
H -2.194350 -4.796085 -0.634723
H -1.319163 -3.689180 -2.639075
H -1.846212 -1.343655 -3.129811
H 2.283474 0.749888 2.346409
H 3.895247 -1.143745 2.190811
H 3.123820 -4.357080 0.446186
H 3.919282 -3.841782 1.940148
H 4.388265 -3.114879 0.408142
H 0.918508 -3.471550 0.204554
H -0.669456 -1.590962 0.380197
H 1.609106 -0.290486 -1.769395
H 4.032759 -0.560566 -1.707110

Force components x, y, z for each atom (eV/Å):
C -0.04 -0.25 -0.04
C 0.45 0.18 0.14
O -0.11 -0.25 -0.06
N 0.06 0.45 0.01
C -0.41 -0.02 0.04
C 0.13 -0.17 -0.05
C -0.02 -0.07 -0.24
C 0.92 0.26 -0.25
N -0.37 -0.07 0.94
C -0.60 0.00 -0.09
C -0.13 -0.31 -0.46
O -0.20 0.14 0.22
C 0.45 0.55 -0.07
N 0.08 0.01 -0.01
C -0.38 -0.32 0.46
C -0.05 0.16 -0.08
C 0.00 0.05 -0.05
C -0.09 -0.08 0.22
C 0.03 0.05 -0.09
C -0.10 0.42 -0.07
C 0.26 0.03 -0.34
C 0.01 0.11 -0.06
C 0.04 -0.21 0.08
C 0.05 0.02 -0.06
C 0.04 0.11 -0.12
C -0.13 -0.59 0.24
S 0.39 -0.21 0.02
O -0.07 -0.32 -0.20
O 0.31 -0.04 -0.02
C -0.41 0.49 0.10
C 0.07 0.05 0.21
C -0.16 0.02 -0.03
C -0.08 0.07 0.02
C 0.06 -0.02 0.00
C 0.05 0.08 0.01
C -0.21 -0.03 -0.03
C -0.08 0.23 0.03
C 0.07 -0.03 -0.10
H 0.04 0.06 0.07
H -0.03 0.00 0.00
H 0.06 0.07 -0.03
H 0.01 -0.20 -0.08
H 0.07 0.07 0.09
H -0.02 0.12 0.03
H 0.10 0.04 -0.24
H 0.01 -0.04 0.11
H -0.02 -0.15 0.01
H -0.12 0.10 -0.07
H 0.08 -0.08 -0.08
H -0.11 0.00 -0.01
H 0.03 0.07 -0.04
H -0.03 0.07 0.01
H -0.04 -0.01 0.06
H -0.02 -0.08 0.07
H -0.03 -0.07 0.09
H 0.01 -0.08 0.02
H 0.04 -0.03 -0.06
H 0.04 0.04 -0.06
H 0.13 0.08 0.05
H 0.13 0.04 0.05
H 0.00 -0.10 -0.03
H 0.05 -0.08 0.05
H 0.08 -0.05 -0.04
H -0.04 -0.11 -0.04
H -0.18 -0.08 -0.13
H -0.09 -0.10 -0.02
H 0.02 -0.05 -0.02

For the orbital gap, the calculation gives 8.186 eV. The value obtained for the LUMO energy is 0.5 eV. The maximum force is 1.011 eV/A. The SMILES is CC(=O)Nc1ccc(N(C[C@H](O)Cn2c3ccccc3c3ccccc32)S(=O)(=O)c2ccc(C)cc2)cc1.

***

Record 4
The following is a DFT calculation (ωB97M-V with the def2-TZVPD basis set) of one molecule with the formula C4H9ClN2.

Geometry (Å):
C 0.067068 0.314118 1.543664
C 1.056063 0.856915 0.328648
C -0.836784 -0.781831 1.040911
C -0.031103 -0.893347 -1.849147
N 0.077644 1.169388 -0.747045
N -0.739586 0.283493 -1.245746
Cl -2.535681 -0.769081 1.442634
H 0.794147 0.105039 2.356067
H -0.515154 1.011407 2.060344
H 1.457444 1.734636 0.730240
H 1.749351 0.184054 0.032829
H -0.460429 -1.703610 0.806460
H -0.380056 -0.960666 -2.850687
H 1.119886 -0.762331 -1.928959
H -0.339524 -1.736578 -1.299776
H -0.483286 1.948392 -0.420437

Force components x, y, z for each atom (eV/Å):
C 1.61 -2.15 -1.03
C -5.77 0.71 1.13
C -0.27 3.14 0.79
C 1.55 2.29 0.24
N 1.46 1.96 0.80
N 0.27 -2.31 0.04
Cl 0.67 0.03 0.00
H -0.20 -0.93 -0.43
H -1.02 1.91 -0.09
H 0.92 1.45 0.07
H 2.09 -2.25 -0.71
H 0.70 -2.20 -0.53
H -0.37 -0.21 -0.94
H -1.81 -0.32 0.46
H 0.07 -1.27 0.35
H 0.12 0.17 -0.16

For the orbital gap (alpha / beta), the calculation gives 8.640 / 7.890 eV. The value obtained for the LUMO energy (alpha / beta) is 1.0 / 0.6 eV. The maximum force is 5.926 eV/A.

***

Record 5
The following is a DFT calculation (ωB97M-V with the def2-TZVPD basis set) of a 9-piece molecular cluster, C23H44Br16P overall.

Geometry (Å):
P 2.317439 -2.661469 -0.373663
C 0.779083 -3.903793 -0.197593
C -0.479738 -3.106759 -0.157973
C -1.182608 -2.848914 -1.329218
C -2.323206 -2.067087 -1.299497
C -2.758318 -1.546764 -0.099385
C -2.078785 -1.795373 1.079308
C -0.927175 -2.575800 1.053277
H 2.678331 -3.274285 -1.671654
H 1.435690 -1.698665 -1.065457
H 1.919161 -2.019772 0.924600
H 3.177407 -3.586447 0.376041
H 3.415654 -1.691261 -0.488425
H 0.745246 -4.590127 -1.046910
H 0.855693 -4.481939 0.724907
H -0.781185 -3.273718 -2.236172
H -2.832236 -1.857476 -2.228825
H -3.645083 -0.909680 -0.069672
H -2.390217 -1.378815 2.027253
H -0.358199 -2.774950 1.946562
Br -6.512375 2.841871 -0.572758
C -6.327587 1.942874 -2.289068
C -6.801251 0.516751 -2.236938
Br -5.486823 -0.602928 -1.334905
H -5.281532 2.016886 -2.564185
H -6.927144 2.528609 -2.983642
H -6.892157 0.115243 -3.244576
H -7.746058 0.396433 -1.715944
Br -2.759498 3.145174 -2.239149
C -2.712282 5.073089 -2.395063
C -3.833213 5.595338 -3.252571
Br -3.501022 5.302514 -5.149951
H -1.731239 5.333679 -2.776916
H -2.814417 5.443368 -1.378379
H -3.926632 6.673496 -3.141465
H -4.783807 5.123560 -3.025286
Br -1.724826 3.975395 1.334193
C 0.038481 4.806576 1.253631
C -0.000415 6.310347 1.327971
Br -0.532233 7.158991 -0.337090
H 0.512970 4.434224 0.351486
H 0.563416 4.419518 2.124137
H 0.997110 6.696321 1.524918
H -0.685758 6.670002 2.088297
Br 5.852710 -2.762420 2.090906
C 5.887246 -0.865117 2.504966
C 5.171138 -0.065890 1.449126
Br 6.264522 0.136127 -0.146139
H 6.926807 -0.570379 2.610521
H 5.384765 -0.775748 3.466344
H 4.987297 0.948746 1.797881
H 4.232691 -0.522028 1.136109
Br 4.577862 -6.033298 1.275338
C 3.893156 -6.351142 -0.513195
C 5.000107 -6.427909 -1.527771
Br 5.666012 -4.650223 -1.922819
H 3.194049 -5.543524 -0.723977
H 3.355678 -7.295742 -0.452042
H 4.625307 -6.819150 -2.471611
H 5.841608 -7.027472 -1.195310
Br 7.292484 3.835798 -2.923491
C 7.787067 2.694255 -4.419949
C 7.266209 1.291957 -4.253543
Br 8.302851 0.283270 -2.959180
H 8.868682 2.730375 -4.495416
H 7.344745 3.162157 -5.296833
H 7.356822 0.742923 -5.188174
H 6.234845 1.262346 -3.915836
Br 0.618993 0.175865 2.994339
C -0.929472 0.993770 3.832420
C -1.158730 0.454382 5.219687
Br -1.932645 -1.328525 5.184364
H -1.771238 0.824293 3.167028
H -0.710342 2.059055 3.871857
H -1.878985 1.071212 5.753878
H -0.242852 0.382964 5.797047
Br -6.101757 -2.844787 1.629464
C -6.325084 -1.952477 3.338056
C -6.861385 -0.554526 3.175878
Br -5.477762 0.652460 2.542364
H -5.355234 -1.967817 3.826395
H -7.024646 -2.567602 3.900587
H -7.180006 -0.158083 4.137926
H -7.682140 -0.492371 2.468572

Force components x, y, z for each atom (eV/Å):
P -0.19 0.37 0.06
C -0.60 0.36 0.16
C 0.64 -0.79 0.27
C 0.03 0.13 0.32
C 0.39 -0.21 -0.41
C -0.85 0.69 0.37
C 0.75 -0.31 0.11
C -0.43 0.22 -0.45
H 0.12 -0.10 -0.03
H -0.02 -0.10 -0.07
H -0.08 -0.08 0.15
H 0.01 -0.07 -0.18
H 0.22 -0.10 -0.06
H 0.22 -0.03 -0.12
H 0.32 -0.01 0.10
H -0.13 0.04 -0.28
H -0.23 0.10 -0.03
H 0.64 -0.27 0.25
H -0.28 0.10 0.02
H 0.03 0.00 0.19
Br 0.06 0.00 -0.03
C -0.23 0.19 -0.05
C 0.22 -0.29 0.00
Br -0.71 0.27 -0.40
H 0.02 -0.01 0.00
H -0.03 -0.05 -0.01
H 0.00 0.06 -0.02
H -0.01 0.07 0.01
Br 0.13 -0.16 -0.11
C -0.16 -0.15 0.13
C 0.07 0.15 -0.12
Br -0.05 -0.05 0.02
H -0.01 0.06 -0.03
H -0.01 0.05 0.02
H 0.02 0.00 0.02
H 0.01 -0.02 0.05
Br 0.09 0.23 -0.05
C -0.16 -0.19 0.15
C 0.08 0.02 -0.02
Br -0.07 -0.01 -0.02
H 0.02 0.04 -0.02
H 0.07 0.00 -0.03
H 0.01 -0.05 0.03
H -0.01 -0.04 0.02
Br 0.09 0.04 -0.03
C -0.10 -0.21 0.07
C -0.04 0.19 -0.03
Br -0.07 -0.03 0.05
H 0.01 0.01 -0.01
H -0.06 0.08 -0.05
H 0.01 -0.01 0.06
H 0.04 -0.09 -0.05
Br 0.05 -0.15 0.04
C -0.18 -0.13 0.15
C -0.05 0.21 -0.15
Br 0.23 0.03 -0.02
H 0.06 0.07 0.03
H 0.03 -0.02 -0.03
H -0.06 -0.01 0.03
H -0.01 0.00 0.05
Br 0.07 -0.03 0.00
C -0.17 0.16 0.02
C 0.12 -0.18 0.03
Br 0.05 0.03 -0.06
H 0.01 -0.05 0.00
H -0.02 -0.03 -0.01
H 0.00 0.04 -0.03
H -0.01 0.05 0.00
Br -0.04 -0.05 -0.08
C 0.35 0.03 -0.07
C -0.26 0.06 0.03
Br 0.03 -0.06 0.01
H -0.05 -0.01 0.04
H -0.10 0.01 0.07
H -0.01 0.01 -0.02
H 0.04 0.01 -0.05
Br 0.03 -0.01 0.06
C -0.12 -0.22 -0.09
C 0.19 0.13 0.15
Br 0.01 0.05 -0.04
H 0.00 0.06 0.02
H -0.03 0.05 0.02
H 0.01 -0.03 0.01
H 0.01 -0.07 -0.03

For the orbital gap, the calculation gives 5.148 eV. As for the charge: -1. The value obtained for the LUMO energy is 1.7 eV. The maximum force is 1.153 eV/A.